Molecular formula: C26H34N5O
Method: DFT, wB97M-V/def2-TZVPD

Summary:
Total charge ... +1
HOMO-LUMO gap ... 4.360 eV
ΔE to the lowest compared entry with this formula, charge and spin ... 22.2 kcal per mole

Geometry as XYZ:
```
66
Properties=species:S:1:pos:R:3:forces:R:3
C -3.162520 0.712770 4.398970 -0.39 0.39 0.03
N -2.057445 0.345693 3.542311 0.34 -0.48 0.01
C -1.219838 -0.684129 3.871421 -0.30 -0.55 1.35
O -1.282125 -1.353669 4.899294 0.20 0.93 -1.73
C -0.203421 -0.827044 2.742830 0.39 -0.19 0.75
C -0.249678 -2.187375 2.040783 -0.20 -0.26 -0.36
C 0.062141 -3.346583 2.959426 0.10 -0.24 0.01
C -0.871615 -4.372935 3.137254 0.14 0.36 0.29
C -0.654354 -5.351019 4.108837 0.25 -0.03 -0.05
C 0.537316 -5.356248 4.845845 -0.08 0.31 -0.28
C 1.515294 -4.385961 4.588831 -0.09 0.00 -0.17
C 1.281706 -3.388071 3.639015 -0.29 -0.19 0.18
N -0.572883 0.277029 1.848210 1.67 0.24 -2.40
C 0.105045 0.471147 0.697963 -0.74 -0.83 2.07
C -0.149153 1.507515 -0.191270 -0.01 1.14 -1.59
C 0.510400 1.727007 -1.400705 -0.31 -0.49 1.97
C 0.271992 2.908536 -2.180940 -0.53 1.35 -0.77
C 1.146435 3.312281 -3.226201 -0.14 -0.43 0.47
C 0.859670 4.407448 -4.026091 -0.01 0.25 -0.04
C -0.278026 5.189152 -3.768544 0.27 -0.56 0.24
C -0.603453 6.312725 -4.596960 -0.73 2.12 -1.68
N -0.909882 7.213695 -5.280770 0.77 -2.10 1.63
C -1.115992 4.863494 -2.694981 -0.18 -0.07 0.24
C -0.858947 3.742272 -1.923762 0.42 -0.29 -0.16
C -1.741814 1.056055 2.306289 -0.90 0.40 0.52
C -2.925561 0.979044 1.327778 0.02 -0.33 -0.07
C -1.431297 2.531576 2.623384 0.31 -0.03 0.16
H -3.197168 0.026540 5.248621 0.14 0.07 -0.25
H -3.043291 1.736221 4.777860 -0.03 -0.22 -0.04
H -4.111641 0.648446 3.851275 0.18 -0.01 0.15
H 0.809082 -0.666632 3.163597 -0.49 0.07 -0.20
H -1.256560 -2.320110 1.613969 0.30 0.03 0.01
H 0.473626 -2.160111 1.210666 -0.22 -0.07 0.12
H -1.781815 -4.361623 2.531605 0.18 -0.06 0.34
H -1.419227 -6.108177 4.291100 0.29 0.19 -0.07
H 0.708029 -6.113814 5.611271 -0.06 0.21 -0.24
H 2.463263 -4.398248 5.128163 -0.29 -0.05 -0.12
H 2.030716 -2.619124 3.427316 -0.12 -0.28 0.23
H 0.927445 -0.223916 0.507359 -0.29 0.13 0.11
H -0.911563 2.218656 0.124738 0.50 -0.27 -0.34
H 1.262007 1.003209 -1.729215 -0.13 0.23 -0.01
H 2.072108 2.754644 -3.383005 -0.40 0.20 -0.04
H 1.514969 4.674029 -4.858551 -0.18 -0.08 0.35
H -1.981575 5.491003 -2.471088 0.29 -0.23 -0.14
H -1.550684 3.499596 -1.114487 0.18 0.12 -0.39
H -3.281380 -0.056873 1.244847 0.08 0.27 -0.02
H -3.743174 1.610251 1.700787 0.24 -0.23 -0.13
H -2.640963 1.332101 0.332670 -0.22 -0.07 0.19
H -0.763442 2.601634 3.491681 -0.14 -0.01 -0.22
H -0.956105 3.044105 1.783883 -0.12 0.00 0.22
H -2.369737 3.055145 2.853570 0.33 -0.19 -0.04
C 2.363650 0.543457 -4.643872 -0.80 -0.22 -0.22
N 2.142351 -0.826759 -5.071127 1.15 0.17 -1.60
N 2.030024 -1.726252 -3.999639 -0.98 -0.32 1.63
C 1.498893 -3.002659 -4.457503 0.28 0.11 0.15
C 3.279131 -1.883020 -3.277581 0.14 -0.67 -0.20
H 2.840156 1.108283 -5.451953 0.00 -0.08 0.20
H 1.409704 1.028277 -4.396856 0.11 0.06 0.13
H 3.005501 0.540916 -3.757433 -0.11 0.25 -0.36
H 1.315477 -0.937058 -5.654870 0.25 0.27 0.27
H 1.267048 -3.600150 -3.569880 -0.03 0.02 -0.24
H 0.581659 -2.831393 -5.029868 0.07 -0.07 0.16
H 2.207875 -3.568285 -5.089725 -0.08 0.19 0.06
H 3.051392 -2.404986 -2.338158 0.14 0.18 -0.18
H 4.015427 -2.494817 -3.834054 -0.08 0.23 0.04
H 3.736793 -0.916907 -3.054329 -0.07 -0.32 0.09
```
Forces are in eV/Å.


Molecular formula: C26H35Cl2N6O6STeV
Method: DFT, wB97M-V/def2-TZVPD

Summary:
2S+1 ... 3
⟨S²⟩ ... 2.020
HOMO-LUMO gap (spin up / spin down) ... 7.017 / 7.392 eV
ΔE to the lowest compared entry with this formula, charge and spin ... 0.0 kcal per mole

Geometry as XYZ:
```
78
Properties=species:S:1:pos:R:3:forces:R:3
V -0.789427 0.300102 -2.043859 0.02 0.24 0.03
N 0.185811 -2.424141 -5.242761 0.01 -0.01 0.06
C -0.198766 -1.824757 -4.082075 0.04 -0.02 -0.06
S 0.860900 -0.545051 -3.483409 -0.15 0.02 0.01
N -1.263653 -2.256576 -3.489593 -0.04 -0.05 0.09
N -1.477782 -1.601313 -2.286649 -0.08 0.01 0.08
C -2.134910 -2.230205 -1.382261 0.17 -0.01 -0.02
C -2.245795 -1.758840 -0.017296 0.03 -0.03 -0.02
C -3.118226 -2.437083 0.844989 -0.01 -0.03 -0.03
C -3.203194 -2.117196 2.179806 -0.01 0.01 0.03
C -2.389165 -1.101489 2.687178 0.01 0.00 0.03
C -1.508926 -0.433067 1.866403 0.03 0.03 -0.01
C -1.417072 -0.745636 0.503710 0.10 0.03 0.02
O -0.529166 -0.067350 -0.232154 -0.45 0.11 -0.22
H 0.816841 -1.925468 -5.842740 0.00 0.02 -0.01
H -0.482277 -3.040192 -5.675361 -0.01 0.00 0.00
H -2.538059 -3.208332 -1.627341 -0.04 -0.03 -0.02
H -3.732723 -3.230131 0.432666 0.02 0.02 0.01
H -3.889954 -2.644698 2.828367 0.01 0.00 -0.02
H -2.446594 -0.837652 3.736587 0.00 0.00 -0.02
H -0.862752 0.349775 2.245935 -0.03 -0.01 -0.01
O -4.144757 1.733677 -3.566998 0.37 -0.08 0.21
Cl -2.839939 1.907338 -3.037039 -0.10 -0.05 -0.16
O -2.445481 3.269253 -3.005516 -0.10 -0.03 -0.01
O -1.850803 1.095498 -3.778022 0.15 0.13 -0.18
O -2.718716 1.313164 -1.682640 0.13 -0.02 0.26
C 4.132061 4.048172 3.012900 -0.02 0.00 0.02
C 3.179579 2.846054 2.914221 0.06 -0.03 -0.02
C 3.555005 1.853605 4.025025 0.03 0.00 0.02
C 1.754748 3.344489 3.167358 -0.04 -0.02 -0.01
C 3.315281 2.134897 1.523867 -0.01 0.00 0.03
O 4.693969 1.794247 1.306040 -0.02 0.02 0.06
C 2.417201 0.871942 1.436280 -0.02 -0.12 -0.04
C 3.174281 -0.463920 1.421473 -0.08 -0.05 0.01
C 2.237249 -1.616889 1.146788 0.03 0.03 0.00
C 1.504649 -2.222774 2.163337 0.02 -0.05 0.00
C 0.629229 -3.266732 1.894200 0.01 0.02 0.01
C 0.480864 -3.699556 0.587004 0.01 0.03 0.04
Cl -0.603271 -5.016360 0.234528 -0.01 0.01 0.00
C 1.182896 -3.104832 -0.447252 0.04 0.02 -0.01
C 2.060334 -2.071483 -0.156139 -0.02 0.02 -0.02
C 3.085551 3.112728 0.329425 -0.10 0.01 -0.09
N 1.816827 3.005876 -0.372041 0.16 0.00 0.13
C 1.515211 2.169668 -1.361743 -0.01 0.13 0.06
N 0.213941 2.206063 -1.594981 0.01 -0.22 0.05
C -0.245060 3.110169 -0.681095 0.00 0.02 -0.08
N 0.695606 3.617834 0.074063 -0.04 -0.10 -0.09
H 4.207113 4.362948 4.056268 -0.01 0.00 -0.03
H 3.767548 4.912197 2.452676 0.02 -0.05 0.01
H 5.133137 3.799835 2.660550 -0.02 0.00 0.01
H 3.378193 2.317289 4.996906 0.01 0.00 -0.01
H 4.615459 1.582184 3.999864 -0.04 0.00 0.00
H 2.959716 0.939052 3.987789 0.02 0.04 0.01
H 1.730460 3.876345 4.121989 0.00 -0.02 -0.03
H 1.026433 2.531618 3.227655 0.04 0.05 -0.01
H 1.420411 4.032159 2.390944 0.00 -0.01 0.02
H 4.992768 1.233965 2.030927 -0.02 0.03 -0.03
H 1.783507 0.889308 0.548292 0.06 -0.05 0.12
H 1.710684 0.859236 2.267383 0.00 -0.01 -0.03
H 3.686814 -0.625976 2.375562 -0.02 -0.01 0.00
H 3.944479 -0.442700 0.650497 -0.01 0.01 -0.01
H 1.624147 -1.882871 3.187884 -0.02 -0.01 -0.04
H 0.061271 -3.738169 2.685974 0.02 0.02 -0.02
H 1.048483 -3.447432 -1.465077 -0.01 0.01 0.00
H 2.607581 -1.606020 -0.970014 -0.03 -0.02 0.04
H 3.863789 2.888418 -0.395859 0.02 0.01 -0.05
H 3.199675 4.147271 0.633560 -0.02 0.04 0.01
H 2.242340 1.545140 -1.856769 -0.03 0.02 -0.03
H -1.283858 3.381351 -0.597828 0.02 0.00 0.00
C -4.975840 -1.549265 -4.325358 0.01 0.00 -0.03
Te -5.405008 -1.106353 -2.286029 -0.17 0.00 0.01
C -6.609599 -2.848746 -2.006710 0.02 -0.08 0.01
H -4.265883 -2.369590 -4.392431 0.00 0.00 0.01
H -4.541709 -0.656176 -4.769062 0.00 0.00 0.02
H -5.902707 -1.795812 -4.839204 0.02 0.01 0.01
H -7.485197 -2.799508 -2.651528 0.04 -0.01 0.03
H -6.932483 -2.875782 -0.965561 0.03 0.02 -0.07
H -6.033295 -3.746740 -2.226478 -0.04 0.04 0.01
```
Forces are in eV/Å.


Molecular formula: C26H35CrO5S
Method: DFT, wB97M-V/def2-TZVPD

Summary:
Total charge ... -1
2S+1 ... 5
⟨S²⟩ ... 6.031
HOMO-LUMO gap (spin up / spin down) ... 4.173 / 6.798 eV
ΔE to the lowest compared entry with this formula, charge and spin ... 0.0 kcal per mole

Geometry as XYZ:
```
68
Properties=species:S:1:pos:R:3:forces:R:3
O 0.519906 0.097853 -7.159022 -0.25 0.48 -1.78
C 0.355291 1.408823 -7.783390 0.14 0.82 0.90
C 0.247585 0.903028 -9.209392 0.31 -0.73 0.99
H 1.228244 2.053556 -7.602055 -0.27 -0.18 0.09
H -0.548318 1.902827 -7.403406 0.21 -0.03 -0.03
C 0.378776 -0.483559 -8.505770 -0.09 -0.50 -0.57
H 1.118810 1.137919 -9.813288 -0.16 0.11 -0.24
H -0.701386 1.121886 -9.695767 0.16 -0.16 -0.14
C 1.613425 -1.263937 -8.928000 0.06 -0.03 0.15
H 2.514914 -0.648729 -8.825170 -0.16 -0.10 -0.05
H 1.497134 -1.570255 -9.977588 0.11 0.07 0.23
H 1.745009 -2.165053 -8.314582 -0.07 0.20 -0.09
C -0.871331 -1.326468 -8.657871 -0.13 -0.20 0.00
H -1.768270 -0.751417 -8.399455 0.16 -0.16 0.09
H -0.819973 -2.242240 -8.053712 -0.06 0.28 -0.01
H -0.963198 -1.630439 -9.710678 0.01 0.07 0.20
Cr -0.335677 -0.813424 0.348376 0.40 1.45 1.02
C -2.392176 -0.689725 1.129233 -0.56 1.54 -0.55
C -1.959581 0.679172 1.248705 -1.54 -0.50 -0.76
C -1.519978 1.131059 -0.031469 -0.74 -0.74 -0.23
H -2.127640 1.314496 2.112371 0.75 -0.38 -0.03
C -1.833219 0.108944 -0.998443 -1.56 0.05 0.47
C -2.386053 -1.021779 -0.281840 -0.27 1.04 -0.44
H -2.864727 -1.897150 -0.722934 0.52 0.15 0.12
H -2.733879 -1.319293 1.949632 0.01 0.19 -0.33
H -1.056511 2.095279 -0.258350 -0.29 -0.49 0.24
H -1.805433 0.266617 -2.077366 0.10 -0.41 0.52
C 1.213531 -2.077476 1.284563 1.25 -0.43 -1.48
C 0.456743 -2.805272 0.276454 1.20 0.62 0.04
C 0.719943 -2.182052 -1.004647 1.71 -0.62 0.28
H -0.103910 -3.719745 0.455646 -0.08 0.38 -0.10
C 1.651042 -1.096279 -0.788030 -0.22 -1.26 0.20
C 1.955337 -1.034725 0.612518 -0.45 -1.80 -0.03
H 2.712463 -0.413637 1.073348 -0.55 0.19 -0.06
H 1.294366 -2.322576 2.336400 -0.22 0.14 -0.15
H 0.426107 -2.582827 -1.973678 -0.17 0.31 0.30
H 2.155036 -0.511344 -1.561806 -0.50 -0.05 0.30
O 1.668163 1.124355 -3.565411 -2.04 0.88 0.07
C 0.409261 0.364858 -3.734951 0.02 -0.59 0.36
C -0.689435 1.312090 -4.313014 0.67 0.60 0.04
H 0.084255 -0.066015 -2.750376 0.53 0.42 -0.87
H 0.607054 -0.446350 -4.445735 0.12 0.16 0.24
C 0.187740 2.557896 -4.638417 -0.17 -0.85 -0.53
H -1.456457 1.580811 -3.560049 0.42 -0.17 -0.37
H -1.187344 0.908020 -5.201738 0.15 -0.08 0.23
C 1.130336 2.483028 -3.442495 -0.24 -0.76 -0.05
H -0.387546 3.473083 -4.792770 0.09 0.04 0.27
H 0.738578 2.314943 -5.576892 -0.15 0.47 0.85
H 0.487818 2.518156 -2.539743 0.53 0.21 -0.06
H 1.912024 3.233307 -3.373118 0.26 -0.22 -0.11
C 0.000505 3.249075 8.101049 -0.05 0.05 0.05
C 0.351607 2.920928 6.676405 0.21 0.14 -0.74
C 1.147620 1.819059 6.338380 0.23 -0.19 -0.37
C 1.412876 1.492257 5.002866 -0.20 0.73 -0.05
C 0.918066 2.324399 3.981675 -0.71 0.26 0.18
C 0.149386 3.447589 4.293238 0.17 -0.18 0.55
C -0.118924 3.732518 5.634375 0.23 -0.26 0.31
S 1.010937 1.800804 2.269488 -0.45 -1.62 1.23
O 2.423527 1.562991 2.043246 0.11 0.47 -0.33
O 0.226466 0.532757 2.379169 1.30 1.13 -0.07
O 0.358645 2.815500 1.463593 0.40 0.14 0.13
H -0.616454 2.455498 8.540109 0.14 0.14 0.02
H 0.884433 3.397540 8.732961 -0.10 -0.13 -0.11
H -0.576135 4.176977 8.120623 0.00 -0.08 0.12
H 1.597478 1.208244 7.125486 -0.27 0.08 -0.14
H 1.995789 0.612227 4.725169 -0.17 0.27 0.14
H -0.265040 4.089473 3.515443 0.24 -0.33 0.06
H -0.696028 4.611725 5.907099 -0.07 -0.05 -0.14
```
Forces are in eV/Å.


Molecular formula: C26H35FeO2Si
Method: DFT, wB97M-V/def2-TZVPD

Summary:
Total charge ... -1
2S+1 ... 5
⟨S²⟩ ... 6.127
HOMO-LUMO gap (spin up / spin down) ... 3.594 / 5.157 eV

Geometry as XYZ:
```
65
Properties=species:S:1:pos:R:3:forces:R:3
C -4.732584 3.114679 -2.704411 0.06 -0.11 0.17
C -3.615387 2.335906 -2.017113 -0.05 -0.03 0.10
C -2.351054 2.187809 -2.841380 0.12 -0.09 0.00
C -1.311263 1.411607 -2.049367 0.51 0.30 -0.42
O -0.119197 1.322970 -2.885370 -0.41 0.04 0.52
C 0.855599 0.540692 -2.350351 0.30 -1.75 -0.01
C 0.852580 -0.805741 -2.473686 0.18 1.50 -0.27
O 1.834137 1.205704 -1.669501 0.59 0.32 -0.49
Si 3.332545 1.531953 -2.443469 -1.61 -0.34 0.73
C 4.327260 2.510089 -1.212329 0.21 0.15 0.06
C 4.160395 -0.084277 -2.853121 0.38 -0.09 -0.23
C 2.870648 2.530316 -3.942466 0.31 0.19 -0.39
H -5.597878 3.161671 -2.039625 -0.05 0.08 -0.13
H -4.421987 4.138050 -2.933231 -0.02 -0.07 -0.02
H -5.042190 2.628684 -3.633925 0.03 0.06 0.03
H -3.345702 2.826860 -1.074957 -0.15 -0.07 -0.01
H -3.969169 1.330527 -1.761409 -0.06 0.12 0.08
H -2.570375 1.660015 -3.780742 0.11 0.10 0.14
H -1.950388 3.179123 -3.098136 -0.01 -0.21 0.00
H -1.039243 1.948625 -1.128376 -0.15 -0.20 -0.10
H -1.649646 0.396417 -1.792592 0.08 0.24 -0.06
H 1.708631 -1.358319 -2.100141 -0.45 -0.06 0.05
H 0.026355 -1.290984 -2.987939 0.29 -0.03 0.18
H 5.306297 2.746432 -1.657151 -0.17 -0.01 0.16
H 3.836043 3.458139 -0.951740 0.08 -0.25 -0.10
H 4.503499 1.953301 -0.281041 -0.08 0.08 -0.27
H 5.143812 0.157116 -3.287331 -0.14 -0.20 0.06
H 4.328843 -0.705184 -1.960043 -0.08 0.24 -0.21
H 3.601230 -0.682223 -3.587488 0.12 0.25 0.22
H 3.779954 2.765829 -4.515360 -0.23 0.04 -0.03
H 2.173586 1.993896 -4.603392 0.21 0.07 0.24
H 2.392581 3.476254 -3.649225 0.13 -0.27 -0.02
C 0.181096 -0.444863 6.103551 1.58 -0.53 1.50
C -0.031897 -1.835937 5.739521 1.50 -0.32 1.27
C 0.874388 -2.162564 4.649987 1.25 -0.37 1.35
C 1.650254 -0.970274 4.338539 1.25 -0.44 1.68
C 1.219822 0.092751 5.238540 1.59 -0.93 1.61
Fe -0.283362 -0.626061 4.189449 -0.60 -0.98 -1.01
C -1.399027 0.947372 3.780382 -1.40 0.66 -1.21
C -2.210683 -0.252195 3.906174 -1.11 0.85 -1.08
C -1.705413 -1.236781 2.979530 -1.19 0.56 -1.62
C -0.628268 -0.621325 2.181404 -1.19 0.60 -1.53
C 0.064109 -1.176066 1.068157 -0.16 0.61 1.23
C -0.394693 -2.288641 0.315416 -0.03 -0.36 -0.57
C 0.563714 -3.140120 -0.306591 -0.34 0.07 -0.03
C 0.175576 -4.149000 -1.171872 -0.12 0.10 0.05
C -1.182097 -4.361338 -1.453094 0.06 -0.07 -0.09
C -2.149052 -3.554238 -0.836291 0.25 0.01 0.19
C -1.779517 -2.546832 0.047913 0.40 -0.10 0.03
C -0.387110 0.705889 2.775030 -1.23 0.76 -1.55
H -0.296944 0.077717 6.929597 0.06 -0.12 -0.35
H -0.692227 -2.534039 6.248819 0.05 0.28 -0.27
H 1.004891 -3.144375 4.199954 -0.17 0.36 0.02
H 2.455603 -0.907636 3.610359 -0.38 0.05 0.10
H 1.644251 1.093330 5.296446 -0.26 -0.28 -0.13
H -1.551940 1.874414 4.326446 0.13 -0.30 -0.05
H -3.073352 -0.369435 4.557598 0.34 0.00 -0.09
H -2.095120 -2.228660 2.769190 0.04 0.27 0.29
H 1.004945 -0.690029 0.787219 -0.17 -0.34 0.04
H 1.619237 -2.964235 -0.076487 -0.32 -0.10 -0.14
H 0.939016 -4.772244 -1.639019 -0.20 0.06 0.07
H -1.476738 -5.151395 -2.146348 0.04 0.21 0.20
H -3.206593 -3.722020 -1.046993 0.23 0.05 0.03
H -2.538014 -1.913254 0.518110 0.32 -0.21 -0.21
H 0.367244 1.386158 2.385773 -0.25 -0.07 0.26
```
Forces are in eV/Å.